[1]
Below is a molecular structure, C27H35N2O6STi at a distorted geometry, with properties calculated with ωB97M-V/def2-TZVPD.

Summary:
**Net charge**: +2
**Relative energy (zero: lowest compared OMol25 entry of this formula, charge and spin)**: 0.0 kJ/mol
**2S+1**: 2
**Expectation value of S²**: 0.754
**Kohn-Sham gap (spin up / spin down)**: 7.8 / 8.2 eV
**Highest occupied orbital energy (spin up / spin down)**: -13.397 / -13.439 eV
**E_LUMO (spin up / spin down)**: -5.638 / -5.226 eV
**Maximum force**: 1.17 eV/Å
**DFT total energy**: -77768.823 eV

CARTESIAN COORDINATES (ANGSTROEM)
H1 4.37658 -0.05313 -1.31996
O1 0.23716 -0.55400 -2.39110
C1 3.89709 -1.56248 3.18882
C2 0.04320 2.88342 0.69134
C3 -0.38032 -1.78563 -2.79723
H2 4.91225 -1.63426 2.81637
C4 -4.59185 2.18354 0.53831
H3 0.85378 3.85878 -1.08350
Ti1 0.37919 -0.20109 -0.04262
H4 1.32725 0.67429 -3.63509
N1 -1.95711 -0.87645 2.42773
C5 -3.98566 1.41063 -0.45737
H5 2.75570 2.38579 -0.97162
H6 -0.88087 3.51030 -1.12829
H7 -2.15802 -1.58219 -1.63061
C6 0.28970 0.51816 -3.34871
C7 -5.85824 2.70752 0.33469
H8 3.08136 -1.12479 1.26387
H9 2.67936 1.48267 1.95140
H10 -0.27791 0.26724 -4.24082
H11 2.43206 3.13007 1.36417
H12 -0.50146 -4.22468 -0.19606
C8 1.55938 -1.17802 2.77522
O2 -0.66084 -2.16047 -0.40715
C9 2.29154 2.07729 1.13309
H13 -7.51919 2.87618 -1.01143
H14 4.06886 1.71716 0.01949
C10 0.08938 3.13212 -0.80570
O3 0.39061 1.89243 -1.46323
C11 -5.93150 1.70389 -1.85500
C12 2.99225 1.71701 -0.14671
H15 3.01316 0.00466 -2.44098
H16 -6.32545 3.30544 1.10738
C13 -1.53694 0.43972 -0.07981
C14 -2.66682 0.87073 -0.25450
H17 -0.08255 2.61161 -3.35546
C15 3.65139 -1.76284 4.54353
H18 0.35878 3.76265 1.24623
C16 2.35618 -1.69746 5.02473
C17 3.32539 -0.30285 -1.44574
C18 3.13141 -1.78971 -1.21110
H19 -4.06552 2.36981 1.46660
H20 0.39613 -2.51271 -3.02523
H21 2.13087 -3.87741 0.10507
H22 -6.45540 1.52002 -2.78415
C19 -1.30301 -2.24275 -1.69427
C20 1.33519 -1.41335 4.12976
H23 4.46829 -1.98434 5.21915
H24 -1.34780 1.65194 -2.54402
C21 -0.27523 1.74857 -2.71602
O4 1.82020 -1.97861 -0.68161
C22 2.86603 -1.27767 2.30474
C23 0.05428 -3.32460 0.05046
H25 -2.16413 -0.49982 1.51349
H26 1.46456 -3.81888 -1.53309
N2 0.37705 -0.89259 2.01953
H27 -0.95057 2.60243 1.00005
H28 -4.19456 0.58130 -2.43178
C24 -0.69011 -0.99430 2.81374
S1 -0.36648 -1.33224 4.47994
O5 2.55213 0.38659 -0.46139
C25 1.44074 -3.34705 -0.55192
H29 3.22966 -2.33003 -2.15252
C26 -4.66516 1.17796 -1.65932
H30 -0.97644 -1.63483 -3.69654
C27 -6.52870 2.46575 -0.85746
H31 0.10818 -3.22922 1.12676
H32 2.13965 -1.86901 6.07298
O6 0.88713 1.77130 1.03867
H33 -1.64161 -3.26255 -1.86822
H34 3.86435 -2.18465 -0.50782
H35 -2.68802 -0.90233 3.11780

[2]
Below is a molecular structure, C27H35N7PdSSe, with properties calculated with ωB97M-V/def2-TZVPD.

Summary:
**Net charge**: -2
**2S+1**: 1
**Kohn-Sham gap**: 4.6 eV
**Highest occupied orbital energy**: -0.169 eV
**E_LUMO**: 4.463 eV
**Maximum force**: 0.48 eV/Å
**DFT total energy**: -118660.098 eV

CARTESIAN COORDINATES (ANGSTROEM)
Pd1 -0.30640 0.69817 0.61546
H1 -0.96804 -2.45681 -4.81283
C1 1.12871 0.57425 6.07042
C2 -0.22978 -0.67696 3.99573
H2 -0.51893 0.92217 -1.99303
H3 0.07726 -4.37089 -1.02521
H4 -0.51383 -0.77618 8.29417
N1 2.91629 3.87938 -2.09726
H5 2.16978 3.90298 1.73195
H6 -3.61647 -4.37057 -3.19199
N2 0.53167 3.29192 2.86368
H7 0.54297 -2.76803 -4.01940
S1 -2.72787 -0.35628 -0.49988
N3 2.66495 3.69019 -0.78314
H8 -0.44764 -2.15055 -0.11724
C3 -3.21554 -2.64112 -1.98842
C4 1.05973 -0.14954 3.74747
H9 -1.19299 2.51833 3.67790
C5 0.56536 -0.54111 -2.64638
H10 2.97980 1.94272 3.86432
C6 -0.74722 0.11565 7.70092
C7 1.72401 0.49477 4.81297
C8 1.78859 3.74124 -2.80947
H11 -0.47395 -2.18868 2.49308
H12 -0.37899 0.98180 8.25786
C9 -1.42187 -0.05286 -3.97340
C10 -1.27883 2.45268 1.52076
H13 -1.48419 -5.51248 -2.59490
H14 1.53004 -2.42030 -2.17367
C11 1.36437 3.45750 -0.77226
Se1 1.86315 -0.24992 2.01739
C12 0.73860 -1.68252 -5.87099
C13 -1.00301 -1.32169 2.89231
N4 0.34455 0.41103 -1.82833
C14 -0.79575 -0.56290 5.26698
H15 1.75391 3.83212 -3.88529
C15 -0.66317 2.73859 2.75604
C16 -1.10924 1.30129 -4.60581
H16 -2.07375 -0.63227 -4.62941
C17 -0.00120 -2.01042 -4.57258
H17 -1.79692 -0.96196 5.42615
H18 1.66453 1.08005 6.87272
H19 -1.83729 0.19049 7.64547
C18 0.61669 3.17362 0.47199
H20 3.85809 4.02285 -2.40888
N5 0.78178 3.48463 -2.01696
C19 -0.13326 0.05010 6.32331
H21 0.89824 -2.58657 -6.46865
C20 1.17209 3.48238 1.69711
H22 3.45501 1.53864 5.53827
C21 1.79478 -1.38853 -2.41302
H23 -1.08011 -0.61216 2.04543
H24 1.71176 -1.23216 -5.65635
H25 0.16643 -0.97083 -6.47229
H26 2.45754 -1.39591 -3.28448
H27 -2.00970 -1.60969 3.20533
H28 -2.03480 1.86539 -4.75430
N6 -0.24419 -0.86590 -3.71861
H29 -0.45902 1.89454 -3.95548
C22 -1.14787 -2.63481 -0.79058
H30 -0.61587 1.18292 -5.57619
H31 -4.14602 -2.15074 -2.25325
H32 3.78053 0.42152 4.17880
H33 -1.96761 0.08880 -3.03600
C23 3.06621 1.13541 4.59749
H34 -2.33422 2.22754 1.47494
N7 -0.67348 2.75316 0.32504
C24 -2.34433 -1.95779 -1.10790
C25 -2.91269 -3.89135 -2.51795
C26 -0.85296 -3.88950 -1.31286
H35 2.31459 -0.96259 -1.55894
C27 -1.72298 -4.53628 -2.18786

The lowest DFT total energy belongs to which entry? C27H35N7PdSSe

Copy entry 2 word for word.
Below is a molecular structure, C27H35N7PdSSe, with properties calculated with ωB97M-V/def2-TZVPD.

Summary:
**Net charge**: -2
**2S+1**: 1
**Kohn-Sham gap**: 4.6 eV
**Highest occupied orbital energy**: -0.169 eV
**E_LUMO**: 4.463 eV
**Maximum force**: 0.48 eV/Å
**DFT total energy**: -118660.098 eV

CARTESIAN COORDINATES (ANGSTROEM)
Pd1 -0.30640 0.69817 0.61546
H1 -0.96804 -2.45681 -4.81283
C1 1.12871 0.57425 6.07042
C2 -0.22978 -0.67696 3.99573
H2 -0.51893 0.92217 -1.99303
H3 0.07726 -4.37089 -1.02521
H4 -0.51383 -0.77618 8.29417
N1 2.91629 3.87938 -2.09726
H5 2.16978 3.90298 1.73195
H6 -3.61647 -4.37057 -3.19199
N2 0.53167 3.29192 2.86368
H7 0.54297 -2.76803 -4.01940
S1 -2.72787 -0.35628 -0.49988
N3 2.66495 3.69019 -0.78314
H8 -0.44764 -2.15055 -0.11724
C3 -3.21554 -2.64112 -1.98842
C4 1.05973 -0.14954 3.74747
H9 -1.19299 2.51833 3.67790
C5 0.56536 -0.54111 -2.64638
H10 2.97980 1.94272 3.86432
C6 -0.74722 0.11565 7.70092
C7 1.72401 0.49477 4.81297
C8 1.78859 3.74124 -2.80947
H11 -0.47395 -2.18868 2.49308
H12 -0.37899 0.98180 8.25786
C9 -1.42187 -0.05286 -3.97340
C10 -1.27883 2.45268 1.52076
H13 -1.48419 -5.51248 -2.59490
H14 1.53004 -2.42030 -2.17367
C11 1.36437 3.45750 -0.77226
Se1 1.86315 -0.24992 2.01739
C12 0.73860 -1.68252 -5.87099
C13 -1.00301 -1.32169 2.89231
N4 0.34455 0.41103 -1.82833
C14 -0.79575 -0.56290 5.26698
H15 1.75391 3.83212 -3.88529
C15 -0.66317 2.73859 2.75604
C16 -1.10924 1.30129 -4.60581
H16 -2.07375 -0.63227 -4.62941
C17 -0.00120 -2.01042 -4.57258
H17 -1.79692 -0.96196 5.42615
H18 1.66453 1.08005 6.87272
H19 -1.83729 0.19049 7.64547
C18 0.61669 3.17362 0.47199
H20 3.85809 4.02285 -2.40888
N5 0.78178 3.48463 -2.01696
C19 -0.13326 0.05010 6.32331
H21 0.89824 -2.58657 -6.46865
C20 1.17209 3.48238 1.69711
H22 3.45501 1.53864 5.53827
C21 1.79478 -1.38853 -2.41302
H23 -1.08011 -0.61216 2.04543
H24 1.71176 -1.23216 -5.65635
H25 0.16643 -0.97083 -6.47229
H26 2.45754 -1.39591 -3.28448
H27 -2.00970 -1.60969 3.20533
H28 -2.03480 1.86539 -4.75430
N6 -0.24419 -0.86590 -3.71861
H29 -0.45902 1.89454 -3.95548
C22 -1.14787 -2.63481 -0.79058
H30 -0.61587 1.18292 -5.57619
H31 -4.14602 -2.15074 -2.25325
H32 3.78053 0.42152 4.17880
H33 -1.96761 0.08880 -3.03600
C23 3.06621 1.13541 4.59749
H34 -2.33422 2.22754 1.47494
N7 -0.67348 2.75316 0.32504
C24 -2.34433 -1.95779 -1.10790
C25 -2.91269 -3.89135 -2.51795
C26 -0.85296 -3.88950 -1.31286
H35 2.31459 -0.96259 -1.55894
C27 -1.72298 -4.53628 -2.18786

Number 2 is which compound? C27H35N7PdSSe

The lowest 2S+1 belongs to which entry? C27H35N7PdSSe